ORCA calculation (ωB97M-V with the def2-TZVPD basis set) on 7 unconnected molecules or ions with the total composition C52H72N9O4 at a distorted geometry.

Last column: Mulliken charge in e.
Positions of all 137 atoms, in Å:
C1 -6.1066 -0.8065 3.7577  -0.9209
C2 -6.6799 -1.8518 2.7862  -0.7549
C3 -5.7220 -2.2448 1.6658  -0.2503
C4 -4.3946 -2.8579 2.1481  -0.8459
C5 -3.2275 -2.2636 1.3812  0.1237
C6 -1.9314 -3.0596 1.5080  -0.5286
C7 -0.8407 -2.6189 0.5341  -1.3471
N1 -0.6548 -1.1656 0.5203  1.0246
C8 -1.3260 -0.2321 -0.2568  -0.2045
O1 -2.2806 -0.4910 -1.1688  -0.4661
N2 -1.8913 -1.5393 -2.2005  0.5192
O2 -1.3041 -1.0673 -3.0519  -0.2987
C9 -0.8710 1.0216 0.0863  -1.2022
N3 0.0665 0.8198 1.0892  1.3004
C10 0.7674 1.9099 1.7691  -0.9812
O3 0.6349 1.8429 3.1496  -0.3187
C11 -0.4825 2.5439 3.6850  -0.3412
C12 -1.8009 1.8293 3.4768  -0.9519
C13 0.2002 -0.4937 1.3165  -0.2705
C14 1.1444 -1.0769 2.2908  -0.7324
C15 2.6092 -1.1988 1.7805  -0.8659
C16 2.8893 -0.7077 0.3588  0.2256
C17 4.4055 -0.4195 0.2321  -0.7037
C18 5.0588 -0.9719 -1.0309  -1.3131
C19 4.4073 -0.4707 -2.3117  -0.3009
C20 4.7815 0.9631 -2.6516  -0.3306
C21 4.4252 1.3541 -4.0841  -0.4111
O4 5.5220 2.0168 -4.6845  -0.3797
C22 5.1634 3.0743 -5.5512  -0.6398
H1 -5.0213 -0.7595 3.7137  0.1134
H2 -6.4662 0.1833 3.4932  0.3398
H3 -6.4172 -1.0143 4.7754  0.2745
H4 -7.0405 -2.7317 3.3133  0.3784
H5 -7.5528 -1.3941 2.3262  0.3832
H6 -6.2258 -2.9168 0.9846  0.0400
H7 -5.4856 -1.3395 1.1031  0.2275
H8 -4.4256 -3.9363 2.0197  0.4727
H9 -4.2688 -2.6379 3.2063  0.4198
H10 -3.5071 -2.2242 0.3275  0.0502
H11 -3.0372 -1.2352 1.6900  0.0584
H12 -2.1104 -4.1215 1.3765  0.6300
H13 -1.5343 -2.9130 2.5141  0.0590
H14 0.1004 -3.0391 0.8702  0.4751
H15 -1.0161 -2.9765 -0.4708  0.6540
H16 -1.1603 1.9740 -0.3047  0.8586
H17 1.8274 1.8882 1.5375  0.1522
H18 0.3625 2.8461 1.3915  0.6927
H19 -0.3013 2.6018 4.7530  0.3545
H20 -0.5268 3.5688 3.3150  0.3208
H21 -1.7250 0.8002 3.8184  0.1904
H22 -2.1364 1.8416 2.4421  0.1996
H23 -2.5771 2.3036 4.0691  0.5080
H24 1.1138 -0.4935 3.2020  -0.0053
H25 0.7698 -2.0577 2.5659  0.5256
H26 2.8665 -2.2540 1.8015  0.2757
H27 3.2658 -0.7319 2.5066  0.3410
H28 2.3687 0.2147 0.1252  0.0527
H29 2.6482 -1.5009 -0.3450  0.3675
H30 4.9115 -0.7416 1.1364  0.3800
H31 4.5317 0.6647 0.2074  0.3125
H32 6.1053 -0.6765 -1.0171  0.4611
H33 5.0406 -2.0617 -0.9878  0.3401
H34 3.3237 -0.5847 -2.2652  0.1790
H35 4.7352 -1.1121 -3.1304  0.5180
H36 5.8512 1.1060 -2.5341  0.2184
H37 4.2479 1.6551 -2.0012  0.0401
H38 3.5285 1.9704 -4.1092  0.3002
H39 4.2139 0.4490 -4.6648  0.2955
H40 4.1779 2.9366 -5.9913  0.3272
H41 5.8856 3.1350 -6.3595  0.2959
H42 5.1808 4.0187 -5.0067  0.1609
N4 6.2505 -0.3074 3.4442  -0.2021
C23 6.2799 0.9812 3.7800  -0.0411
C24 6.8537 1.4581 4.9485  -0.7401
C25 7.4268 0.5458 5.8196  -0.1479
C26 7.4049 -0.7989 5.4863  -0.6126
C27 6.8084 -1.1712 4.2916  -0.3032
H43 5.8207 1.6626 3.0711  0.3677
H44 6.8519 2.5168 5.1674  0.3907
H45 7.8852 0.8775 6.7419  0.3989
H46 7.8423 -1.5443 6.1359  0.3966
H47 6.7748 -2.2131 3.9911  0.4612
N5 -6.2603 -3.4671 -1.4174  -0.1406
C28 -6.8934 -4.6087 -1.6905  -0.1500
C29 -7.3120 -4.9717 -2.9612  -0.7038
C30 -7.0554 -4.1060 -4.0106  -0.0738
C31 -6.4037 -2.9128 -3.7449  -0.8341
C32 -6.0302 -2.6436 -2.4379  -0.1353
H48 -7.0741 -5.2600 -0.8420  0.3823
H49 -7.8233 -5.9101 -3.1223  0.3738
H50 -7.3633 -4.3511 -5.0171  0.4013
H51 -6.1877 -2.2058 -4.5344  0.3705
H52 -5.5153 -1.7196 -2.1884  0.4492
N6 -4.4515 -5.6679 -5.1230  -0.2443
C33 -3.6502 -4.9822 -4.3101  0.2133
C34 -2.2788 -4.8796 -4.4887  -0.4815
C35 -1.7023 -5.5244 -5.5712  -0.3966
C36 -2.5194 -6.2452 -6.4246  -0.3446
C37 -3.8796 -6.2855 -6.1555  -0.3343
H53 -4.1358 -4.4946 -3.4730  0.1878
H54 -1.6780 -4.3069 -3.7943  0.3144
H55 -0.6354 -5.4683 -5.7454  0.3811
H56 -2.1147 -6.7679 -7.2798  0.3771
H57 -4.5518 -6.8413 -6.7997  0.3518
N7 3.4090 4.4269 -2.1796  -0.2444
C38 3.9926 5.5919 -2.4462  -0.3913
C39 3.2980 6.7860 -2.5753  -0.6302
C40 1.9205 6.7716 -2.4259  -0.0043
C41 1.2949 5.5661 -2.1530  -0.3827
C42 2.0841 4.4318 -2.0379  -0.2940
H58 5.0710 5.5622 -2.5596  0.4429
H59 3.8275 7.7042 -2.7889  0.3961
H60 1.3431 7.6787 -2.5208  0.3103
H61 0.2251 5.5134 -2.0344  0.2093
H62 1.6341 3.4652 -1.8245  0.5691
N8 2.9057 -4.1034 6.3698  -0.5831
C43 3.5265 -2.9916 5.9833  -0.2969
C44 2.8758 -1.7876 5.7568  -0.2740
C45 1.5027 -1.7418 5.9415  -0.2826
C46 0.8392 -2.8898 6.3424  -0.4517
C47 1.5879 -4.0410 6.5447  -0.3043
H63 4.5998 -3.0734 5.8502  0.4229
H64 3.4332 -0.9132 5.4455  0.4611
H65 0.9568 -0.8202 5.7746  0.5268
H66 -0.2312 -2.8967 6.4969  0.4114
H67 1.1121 -4.9619 6.8630  0.3852
N9 -1.2400 7.3901 -2.7066  -0.1693
C48 -2.3874 6.7415 -2.5156  -0.0368
C49 -3.6193 7.2063 -2.9463  -0.6237
C50 -3.6664 8.4192 -3.6139  -0.1642
C51 -2.4848 9.1102 -3.8220  -0.6794
C52 -1.3054 8.5541 -3.3518  0.0373
H68 -2.3107 5.7958 -1.9868  0.2616
H69 -4.5172 6.6327 -2.7629  0.3502
H70 -4.6083 8.8187 -3.9662  0.3827
H71 -2.4746 10.0600 -4.3378  0.3584
H72 -0.3601 9.0657 -3.4998  0.2832

Calculated values
Energy (a.u.): -2818.028166
Largest force on an atom (eV/A): 1.7
2S+1: 1
Lowest unoccupied orbital energy (eV): -3.7814
Net charge: +1
Molar mass (Da): 887.2